{
  "formula": "C8H15IO2S",
  "method": "ωB97M-V with the def2-TZVPD basis set",
  "homo_lumo_gap_ev": [8.85, 7.04],
  "e_tot_ha": -1159.98529,
  "homo_energy_ev": [-9.18, -7.93],
  "relative_energy_kcal_mol": 43.2,
  "species": ["C", "C", "C", "C", "C", "C", "C", "C", "O", "O", "S", "I", "H", "H", "H", "H", "H", "H", "H", "H", "H", "H", "H", "H", "H", "H", "H"],
  "xyz": [[0.626, 1.199, -0.954], [-0.855, 0.847, -1.421], [-1.145, -0.551, -1.467], [0.961, 0.694, 0.437], [0.219, -2.154, 0.654], [-1.865, 1.559, -0.557], [1.942, 1.566, 1.192], [0.503, -3.595, 0.544], [2.433, -1.170, 1.521], [2.244, -1.298, -0.880], [1.600, -1.086, 0.390], [-0.149, -1.593, -3.004], [1.255, 0.522, -1.576], [0.706, 2.220, -1.157], [-0.882, 1.242, -2.414], [-1.702, -1.078, -0.665], [0.105, 0.381, 0.963], [-0.392, -1.800, 1.552], [-1.452, 2.498, 0.004], [-2.185, 0.776, 0.165], [-2.774, 1.945, -1.025], [1.421, 2.522, 1.392], [2.893, 1.838, 0.601], [2.447, 1.106, 2.158], [0.543, -4.099, 1.414], [1.486, -3.764, 0.103], [-0.158, -4.234, -0.036]]
}

{
  "formula": "C26H36ClFN3O3PS",
  "method": "ωB97M-V with the def2-TZVPD basis set",
  "smiles": "C=CCc1cc(CCCN)c2c(c1)Sc1ccc(P(O)Cl)c(CCCCOC)c1N2F.CNC(C)=O",
  "homo_lumo_gap_ev": 8.54,
  "e_tot_ha": -2701.88145,
  "homo_energy_ev": -8.48,
  "species": ["C", "C", "C", "C", "C", "C", "C", "C", "C", "N", "C", "C", "C", "S", "C", "C", "C", "C", "P", "O", "Cl", "C", "C", "C", "C", "C", "O", "C", "C", "N", "F", "H", "H", "H", "H", "H", "H", "H", "H", "H", "H", "H", "H", "H", "H", "H", "H", "H", "H", "H", "H", "H", "H", "H", "H", "H", "H", "H", "H", "H", "C", "N", "C", "C", "O", "H", "H", "H", "H", "H", "H", "H"],
  "xyz": [[-2.009, 2.162, 5.591], [-2.115, 1.028, 4.907], [-0.954, 0.114, 4.620], [-0.718, -0.084, 3.133], [-1.205, 0.794, 2.178], [-0.951, 0.606, 0.821], [-1.585, 1.539, -0.176], [-3.015, 1.057, -0.531], [-4.032, 2.181, -0.702], [-5.378, 1.659, -0.407], [-0.157, -0.467, 0.432], [0.317, -1.367, 1.394], [0.044, -1.181, 2.732], [1.276, -2.741, 0.856], [2.168, -1.938, -0.425], [3.486, -2.281, -0.673], [4.166, -1.621, -1.683], [3.566, -0.602, -2.424], [4.479, 0.320, -3.742], [5.962, -0.359, -3.659], [3.703, -0.650, -5.421], [2.233, -0.253, -2.170], [1.527, 0.862, -2.910], [1.490, 2.135, -2.046], [2.849, 2.804, -1.867], [2.769, 4.015, -0.960], [4.091, 4.471, -0.723], [4.130, 5.662, 0.027], [1.535, -0.950, -1.179], [0.155, -0.649, -0.946], [-0.575, -1.827, -1.387], [-1.110, 2.378, 6.157], [-2.817, 2.883, 5.581], [-3.076, 0.719, 4.502], [-1.101, -0.865, 5.081], [-0.058, 0.591, 5.027], [-1.802, 1.653, 2.461], [-0.991, 1.564, -1.087], [-1.632, 2.546, 0.243], [-2.987, 0.411, -1.409], [-3.365, 0.428, 0.294], [-3.779, 3.032, -0.059], [-4.066, 2.505, -1.744], [-5.427, 1.402, 0.571], [-6.082, 2.364, -0.585], [0.419, -1.885, 3.464], [3.966, -3.058, -0.093], [5.187, -1.935, -1.857], [6.167, -0.703, -2.785], [0.505, 0.530, -3.086], [2.039, 1.059, -3.852], [0.805, 2.852, -2.508], [1.113, 1.857, -1.058], [3.241, 3.089, -2.848], [3.586, 2.122, -1.433], [2.339, 3.701, 0.002], [2.175, 4.822, -1.404], [3.332, 6.349, -0.277], [4.006, 5.463, 1.099], [5.096, 6.139, -0.126], [-4.110, -5.554, -0.801], [-3.500, -6.003, 0.435], [-2.210, -5.849, 0.841], [-1.273, -5.123, -0.094], [-1.843, -6.282, 1.921], [-4.931, -4.865, -0.595], [-4.507, -6.402, -1.362], [-3.380, -5.043, -1.419], [-4.076, -6.493, 1.100], [-0.294, -5.083, 0.367], [-1.191, -5.650, -1.047], [-1.616, -4.104, -0.278]]
}

{
  "formula": "C6H11NO",
  "method": "ωB97M-V with the def2-TZVPD basis set",
  "homo_lumo_gap_ev": 10.24,
  "e_tot_ha": -364.99423,
  "homo_energy_ev": -9.25,
  "relative_energy_kcal_mol": 148.9,
  "species": ["C", "C", "C", "C", "C", "C", "H", "H", "H", "H", "H", "H", "H", "H", "H", "H", "H", "N", "O"],
  "xyz": [[-0.643, 1.436, 0.840], [-0.411, 0.381, -0.253], [-1.792, -0.158, -0.770], [-0.292, -1.144, 0.159], [1.035, -0.872, 0.919], [1.812, -0.254, -0.422], [-1.276, 2.161, 0.187], [0.194, 1.903, 1.445], [-1.483, 1.338, 1.676], [-2.930, 0.289, -0.724], [-1.756, -0.714, -1.746], [-0.122, -1.827, -0.797], [1.713, -1.836, 1.093], [1.112, -0.238, 1.847], [2.079, -1.264, -1.079], [2.957, 0.010, -0.083], [0.948, 1.432, -1.375], [0.717, 0.558, -1.138], [-1.860, -1.202, 0.222]]
}

{
  "formula": "C18H20CaN4O4S2",
  "method": "ωB97M-V with the def2-TZVPD basis set",
  "homo_lumo_gap_ev": 7.98,
  "e_tot_ha": -2691.94219,
  "homo_energy_ev": -7.50,
  "relative_energy_kcal_mol": 15.2,
  "species": ["Ca", "O", "N", "C", "C", "C", "C", "C", "S", "H", "H", "H", "H", "O", "N", "O", "S", "C", "N", "C", "C", "C", "C", "C", "C", "H", "H", "H", "H", "H", "O", "C", "C", "C", "C", "C", "C", "N", "H", "H", "H", "H", "H", "H", "H", "H", "H", "H", "H"],
  "xyz": [[0.175, -0.549, 0.833], [0.834, 0.391, 2.742], [1.827, -0.289, 3.308], [1.727, -0.485, 4.643], [2.697, -1.144, 5.341], [3.805, -1.624, 4.639], [3.880, -1.434, 3.284], [2.871, -0.763, 2.566], [2.955, -0.550, 0.850], [0.824, -0.070, 5.062], [2.582, -1.281, 6.405], [4.597, -2.150, 5.155], [4.717, -1.805, 2.711], [-1.995, -0.605, 1.529], [-1.840, -1.600, 2.301], [-0.739, -2.169, 2.161], [-2.568, -3.249, -2.475], [-1.937, -2.643, -0.994], [-0.734, -2.179, -1.021], [-0.207, -2.286, -2.308], [1.075, -1.875, -2.683], [1.451, -2.037, -3.997], [0.575, -2.600, -4.940], [-0.690, -3.010, -4.579], [-1.072, -2.845, -3.246], [-2.531, -2.647, -0.090], [1.754, -1.449, -1.956], [2.440, -1.729, -4.310], [0.900, -2.716, -5.965], [-1.361, -3.448, -5.306], [-0.038, 0.855, -0.983], [-0.434, 1.915, -1.457], [-1.734, 1.995, -2.187], [-2.747, 2.142, -1.019], [-2.441, 3.237, 0.024], [-1.257, 2.970, 0.979], [0.134, 3.279, 0.392], [0.111, 3.105, -1.077], [-1.924, 1.088, -2.757], [-1.775, 2.863, -2.849], [-2.798, 1.181, -0.499], [-3.733, 2.321, -1.450], [-3.338, 3.338, 0.637], [-2.323, 4.210, -0.471], [-1.319, 1.931, 1.313], [-1.386, 3.568, 1.883], [0.911, 2.647, 0.819], [0.429, 4.312, 0.575], [-0.348, 3.882, -1.530]]
}

{
  "formula": "C26H58ClFIN23O14",
  "method": "ωB97M-V with the def2-TZVPD basis set",
  "smiles": "CCOc1c(F)c(C[C@@H](C)I)cc2c1C(=O)C(N)=C(Cl)C2=O.NC(N)=O.NC(N)=O.NC(N)=O.NC(N)=O.NC(N)=O.NC(N)=O.NC(N)=O.NC(N)=O.NC(N)=O.NC(N)=O.NC(N)=O",
  "homo_lumo_gap_ev": 6.99,
  "e_tot_ha": -4196.22856,
  "homo_energy_ev": -8.62,
  "relative_energy_kcal_mol": 168.5,
  "species": ["C", "C", "O", "C", "C", "F", "C", "C", "C", "C", "I", "C", "C", "C", "C", "O", "C", "N", "C", "Cl", "C", "O", "H", "H", "H", "H", "H", "H", "H", "H", "H", "H", "H", "H", "H", "H", "N", "C", "N", "O", "H", "H", "H", "H", "N", "C", "N", "O", "H", "H", "H", "H", "N", "C", "N", "O", "H", "H", "H", "H", "N", "C", "N", "O", "H", "H", "H", "H", "N", "C", "N", "O", "H", "H", "H", "H", "N", "C", "N", "O", "H", "H", "H", "H", "N", "C", "N", "O", "H", "H", "H", "H", "N", "C", "N", "O", "H", "H", "H", "H", "N", "C", "N", "O", "H", "H", "H", "H", "N", "C", "N", "O", "H", "H", "H", "H", "N", "C", "N", "O", "H", "H", "H", "H"],
  "xyz": [[-2.906, -1.462, -3.582], [-2.799, -0.724, -2.139], [-2.589, -1.785, -1.157], [-1.517, -1.496, -0.285], [-0.034, -1.280, -0.722], [0.305, -1.332, -2.113], [1.098, -1.006, 0.334], [2.636, -0.793, -0.033], [2.796, 0.660, -0.763], [2.758, 0.547, -2.364], [1.251, 2.064, -0.071], [0.746, -0.961, 1.872], [-0.731, -1.159, 2.273], [-1.860, -1.427, 1.245], [-3.340, -1.621, 1.831], [-4.162, -2.397, 1.289], [-3.654, -0.777, 3.177], [-4.979, -0.195, 3.487], [-2.613, -0.549, 4.127], [-2.835, 0.395, 5.681], [-1.128, -1.118, 3.830], [-0.362, -1.495, 4.746], [-1.865, -1.845, -3.895], [-3.398, -0.810, -4.380], [-3.546, -2.410, -3.428], [-2.028, 0.112, -2.117], [-3.854, -0.284, -1.954], [3.056, -1.641, -0.697], [3.303, -0.727, 0.908], [3.802, 1.121, -0.457], [1.677, 0.681, -2.744], [3.085, -0.504, -2.681], [3.364, 1.378, -2.890], [1.586, -0.777, 2.615], [-5.131, 0.596, 2.839], [-5.733, -0.891, 3.420], [-0.562, -4.628, -2.281], [0.414, -4.919, -3.176], [0.670, -6.241, -3.327], [1.017, -4.056, -3.800], [-1.068, -5.322, -1.760], [-0.783, -3.655, -2.140], [1.389, -6.497, -3.985], [0.188, -6.965, -2.826], [1.357, 5.988, 0.602], [2.511, 6.382, 0.015], [3.057, 7.511, 0.534], [3.023, 5.768, -0.910], [0.920, 6.477, 1.362], [0.922, 5.154, 0.243], [3.919, 7.835, 0.124], [2.654, 8.030, 1.293], [-3.049, -5.167, 2.803], [-2.129, -5.953, 3.410], [-1.362, -5.322, 4.333], [-2.001, -7.141, 3.146], [-3.172, -4.191, 3.003], [-3.637, -5.602, 2.111], [-0.666, -5.875, 4.806], [-1.450, -4.349, 4.563], [4.429, -6.128, -4.706], [4.347, -7.263, -5.442], [5.483, -8.003, -5.474], [3.328, -7.593, -6.030], [5.255, -5.838, -4.214], [3.603, -5.551, -4.658], [5.461, -8.854, -6.012], [6.329, -7.750, -4.998], [-3.357, 4.531, 2.621], [-2.380, 4.237, 1.728], [-2.127, 2.914, 1.579], [-1.775, 5.098, 1.105], [-3.865, 3.839, 3.142], [-3.575, 5.504, 2.759], [-1.406, 2.655, 0.923], [-2.611, 2.191, 2.081], [-4.091, 3.906, -3.703], [-3.592, 3.177, -2.676], [-3.723, 3.751, -1.456], [-3.064, 2.085, -2.837], [-4.527, 4.803, -3.592], [-4.012, 3.512, -4.627], [-3.363, 3.240, -0.666], [-4.152, 4.646, -1.302], [7.078, -2.507, 1.425], [6.052, -1.988, 0.709], [5.805, -2.617, -0.467], [5.400, -1.027, 1.093], [7.625, -3.294, 1.128], [7.292, -2.067, 2.305], [5.050, -2.260, -1.029], [6.329, -3.406, -0.799], [-9.413, 1.913, 3.909], [-8.429, 1.622, 3.024], [-8.169, 0.299, 2.877], [-7.822, 2.484, 2.406], [-9.923, 1.219, 4.426], [-9.635, 2.885, 4.045], [-7.444, 0.045, 2.227], [-8.654, -0.426, 3.374], [8.153, 5.865, -2.176], [6.857, 5.475, -2.297], [6.043, 5.910, -1.308], [6.461, 4.786, -3.227], [8.498, 6.430, -1.421], [8.792, 5.562, -2.893], [5.070, 5.642, -1.360], [6.353, 6.476, -0.537], [-4.877, -7.598, 1.639], [-5.969, -8.353, 1.915], [-7.040, -8.116, 1.114], [-5.990, -9.180, 2.812], [-4.841, -6.913, 0.906], [-4.057, -7.745, 2.214], [-7.871, -8.658, 1.287], [-7.044, -7.441, 0.371], [5.531, 10.345, -0.047], [6.449, 9.561, 0.569], [7.210, 10.196, 1.492], [6.580, 8.373, 0.311], [5.408, 11.322, 0.150], [4.946, 9.909, -0.742], [7.904, 9.646, 1.972], [7.119, 11.169, 1.719]]
}

{
  "formula": "BrH4NSi",
  "method": "ωB97M-V with the def2-TZVPD basis set",
  "homo_lumo_gap_ev": 9.29,
  "e_tot_ha": -2920.66836,
  "homo_energy_ev": -9.05,
  "relative_energy_kcal_mol": 23.8,
  "species": ["N", "Si", "Br", "H", "H", "H", "H"],
  "xyz": [[-2.529, 2.194, -0.474], [-2.061, 0.645, -0.043], [-4.068, -0.421, 0.041], [-1.983, 2.953, -0.752], [-3.445, 2.519, -0.671], [-2.172, -3.435, -2.022], [-1.795, -3.188, -1.373]]
}